{"formula": "C25H63F6O13Y", "method": "the ωB97M-V functional and the def2-TZVPD basis", "relative_energy_ev": 0.710, "charge": 0, "gap_ev": 7.910, "elements": ["Y", "C", "O", "O", "C", "F", "F", "F", "C", "C", "H", "H", "H", "H", "H", "H", "C", "O", "O", "C", "F", "F", "F", "C", "C", "H", "H", "H", "H", "H", "H", "C", "O", "H", "H", "H", "C", "C", "O", "H", "H", "H", "H", "H", "H", "C", "C", "O", "H", "H", "H", "H", "H", "H", "C", "C", "O", "H", "H", "H", "H", "H", "H", "C", "C", "O", "H", "H", "H", "H", "H", "H", "C", "C", "O", "H", "H", "H", "H", "H", "H", "C", "C", "O", "H", "H", "H", "H", "H", "H", "C", "C", "O", "H", "H", "H", "H", "H", "H", "C", "C", "O", "H", "H", "H", "H", "H", "H"], "positions_angstrom": [[-9.88038, 5.45657, 14.35981], [-12.53323, 6.83528, 12.16607], [-13.28602, 6.40135, 13.37986], [-11.28733, 6.28925, 12.40700], [-13.36498, 6.48463, 10.90901], [-12.72999, 6.48996, 9.78042], [-13.76378, 5.19731, 10.99751], [-14.47061, 7.25224, 10.75662], [-14.15042, 7.40974, 14.07063], [-14.61157, 6.89100, 15.45332], [-15.61382, 7.26215, 15.66744], [-14.82695, 5.82333, 15.49562], [-13.94739, 7.21307, 16.25533], [-14.97199, 7.63757, 13.39150], [-13.68056, 8.38163, 14.22146], [-12.45205, 7.92191, 12.19344], [-8.89864, 2.05710, 13.65389], [-8.79413, 1.93455, 15.06738], [-9.25530, 3.37673, 13.37382], [-7.76910, 1.30140, 12.83732], [-7.89060, 1.44828, 11.50245], [-6.56203, 1.85517, 13.22451], [-7.80928, 0.00984, 13.11160], [-8.93737, 0.63921, 15.71996], [-8.42204, 0.84383, 17.12876], [-9.14440, 1.45771, 17.66678], [-8.27766, -0.14218, 17.57039], [-7.49002, 1.40798, 17.16298], [-8.21785, -0.11168, 15.39354], [-9.91911, 0.18083, 15.83893], [-9.84319, 1.60111, 13.35725], [-10.20612, 8.23365, 16.78694], [-10.42416, 7.31029, 15.80915], [-11.19654, 8.60343, 17.05232], [-9.60063, 7.82266, 17.59475], [-9.69353, 9.11503, 16.40158], [-6.18767, 7.45905, 19.56682], [-5.56143, 7.61444, 18.22934], [-6.53062, 7.56575, 17.17783], [-5.39619, 7.31899, 20.30306], [-6.79295, 6.55418, 19.62095], [-6.83959, 8.26991, 19.89176], [-4.83590, 6.81280, 18.09128], [-5.04307, 8.56590, 18.11044], [-6.79292, 8.46049, 16.94927], [-14.13380, 3.13102, 14.59926], [-12.58462, 3.26640, 14.37053], [-12.07976, 4.57909, 14.72763], [-14.55492, 3.39940, 15.56815], [-14.31823, 2.07534, 14.40025], [-14.74832, 3.75841, 13.95362], [-12.31081, 3.11772, 13.32601], [-12.11437, 2.57930, 15.07399], [-12.82876, 5.11324, 14.45324], [-5.61228, 4.99275, 14.57926], [-6.71628, 4.62897, 15.51649], [-7.73513, 5.62449, 15.51690], [-5.86733, 4.97196, 13.51972], [-4.88546, 4.18319, 14.64613], [-5.06812, 5.90376, 14.82831], [-6.18642, 4.62541, 16.46905], [-6.97344, 3.60903, 15.23068], [-7.28146, 6.27827, 16.05390], [-7.91506, 5.48275, 11.18123], [-8.08629, 6.86575, 11.75847], [-8.28787, 6.84244, 13.12633], [-7.24601, 4.89735, 11.81192], [-7.37583, 5.56299, 10.23735], [-8.77130, 4.82519, 11.03095], [-8.90175, 7.42885, 11.30455], [-7.13688, 7.34723, 11.52420], [-8.09032, 7.75274, 13.35858], [-11.51347, 3.17656, 10.29170], [-10.69498, 1.95287, 9.82110], [-11.26083, 0.75606, 10.24272], [-11.31068, 3.53389, 11.30130], [-12.53541, 2.81617, 10.17399], [-11.48077, 4.05634, 9.64904], [-9.63716, 2.03075, 10.07216], [-10.86768, 1.81579, 8.75363], [-11.32752, 0.11746, 9.52904], [-11.12376, 11.96324, 14.49943], [-11.87194, 10.69250, 14.33550], [-11.00811, 9.78806, 13.68967], [-10.22996, 12.02664, 15.12008], [-11.69808, 12.83498, 14.81300], [-10.73349, 12.26240, 13.52665], [-12.71506, 10.94999, 13.69445], [-12.19383, 10.31856, 15.30744], [-10.65192, 9.33843, 14.45945], [-7.41225, 10.65365, 11.91279], [-6.68004, 9.75751, 12.78523], [-7.53191, 9.34065, 13.83421], [-8.40530, 10.23423, 11.75146], [-6.97904, 10.98209, 10.96804], [-7.64484, 11.53028, 12.51736], [-5.90304, 10.39693, 13.20417], [-6.02824, 9.02769, 12.30500], [-7.19865, 9.79506, 14.61142], [-9.03035, 4.47721, 18.38181], [-10.28192, 4.12902, 17.63028], [-9.76148, 4.01143, 16.30561], [-8.38621, 3.60351, 18.28262], [-9.09866, 4.73054, 19.43975], [-8.51105, 5.35068, 17.98748], [-11.03447, 4.91636, 17.67371], [-10.62370, 3.19104, 18.06787], [-9.59182, 3.07581, 16.17362]], "forces_ev_per_a": [[-1.170, 1.039, -0.474], [2.230, -0.126, 3.075], [-1.904, 2.055, 0.244], [-0.628, -0.185, -1.112], [-0.357, -2.070, 1.307], [1.546, 1.175, -1.649], [-0.856, -0.395, 0.576], [0.296, 0.055, 0.463], [0.225, -1.009, -0.661], [-0.486, 0.131, -0.697], [0.037, 0.598, 0.005], [0.655, -0.198, -0.184], [0.085, -0.301, -0.096], [-0.359, -0.318, 0.153], [0.755, -0.189, -0.132], [-0.283, 0.449, 0.017], [-3.536, 1.355, -1.109], [0.470, -1.794, 0.422], [1.875, 0.304, 0.688], [-0.217, 2.891, 0.930], [0.183, -0.027, 0.897], [-0.468, -1.010, -0.579], [0.500, -0.403, -0.031], [2.000, 0.197, 0.771], [-0.409, 0.688, 0.250], [-0.053, -0.280, 0.553], [-0.153, 0.202, 0.380], [0.159, -0.224, -0.252], [-0.392, 0.100, -1.128], [-0.414, 0.484, -0.924], [0.105, -1.443, -0.109], [-0.474, -0.254, -0.792], [0.705, -2.350, -2.208], [-0.072, 0.255, 1.134], [-0.142, 0.196, 0.683], [0.598, 0.586, -0.078], [-0.291, -0.375, 1.057], [0.001, 0.469, -0.575], [-0.035, -0.392, -0.345], [0.020, 0.186, 0.178], [-0.008, -0.117, -0.221], [0.155, 0.207, -0.199], [-0.070, -0.031, -0.335], [0.302, -0.017, 0.317], [-0.139, -0.058, 0.071], [0.738, 0.129, -0.574], [-0.835, 0.591, 1.084], [-0.235, -1.289, 0.585], [0.800, -0.274, 0.510], [-0.441, 0.049, -0.027], [0.344, -0.154, -0.661], [-0.140, -0.524, 0.092], [0.282, -0.256, -0.424], [0.201, 1.502, -0.563], [1.170, -0.417, -1.066], [1.414, -0.095, -0.522], [0.144, -1.096, 0.056], [-0.386, 0.372, 0.074], [0.296, -0.097, 0.164], [-0.257, 0.216, 0.001], [-0.648, -0.287, 0.632], [-1.097, 0.293, 0.379], [-0.561, 1.192, 0.270], [0.409, -0.802, -0.261], [-0.055, -0.633, -2.156], [-0.231, -0.502, 0.977], [0.088, 0.078, 0.236], [-0.198, 0.064, -0.221], [-0.389, 0.505, 0.124], [-0.059, -0.084, -0.331], [0.023, 0.396, 0.199], [-0.210, 0.452, 1.329], [-0.300, -0.815, -0.341], [-0.332, 1.218, -1.550], [-0.687, -1.611, 2.093], [0.014, -0.290, 0.058], [-0.271, 0.240, 0.500], [0.551, -0.136, -0.202], [-0.009, -0.085, -0.062], [0.873, 1.245, -0.559], [0.174, 0.278, 0.080], [0.890, 2.357, -0.253], [0.157, 0.821, 0.007], [-0.366, -0.528, 0.298], [-0.028, -0.854, 0.418], [-0.532, -0.142, 0.162], [-0.086, -0.105, -0.305], [-0.282, -0.526, 0.029], [-0.369, -0.232, -0.063], [0.603, -1.048, -0.351], [-2.249, 1.135, -0.920], [2.754, 0.953, 0.516], [0.313, -0.453, 0.229], [-0.074, -0.150, -0.529], [0.251, -0.302, 0.144], [0.046, 0.345, -0.204], [0.318, -0.004, 0.519], [-0.871, -0.916, 0.012], [-0.362, -0.290, 0.193], [0.869, 0.565, 1.230], [1.022, 1.193, 0.583], [-1.560, -0.261, -0.047], [0.344, 0.154, 0.141], [-0.549, -0.392, 0.256], [-0.158, -0.117, -0.525], [-0.113, -0.209, -0.175], [-0.571, -0.121, -0.573], [0.434, -0.300, -0.997]], "lowdin_charge": [1.735, -0.350, -0.166, -0.250, -0.586, 0.181, 0.117, 0.131, -0.174, -0.054, 0.071, 0.053, 0.074, 0.107, 0.096, 0.136, -0.372, -0.138, -0.270, -0.511, 0.141, 0.103, 0.161, -0.215, -0.074, 0.055, 0.087, 0.086, 0.110, 0.128, 0.148, -0.314, -0.433, 0.063, 0.057, 0.046, -0.085, -0.291, -0.091, 0.080, 0.070, 0.082, 0.117, 0.117, 0.089, -0.059, -0.210, -0.199, 0.068, 0.074, 0.070, 0.107, 0.107, 0.030, -0.076, -0.281, -0.170, 0.065, 0.082, 0.079, 0.119, 0.104, 0.049, -0.062, -0.311, -0.153, 0.059, 0.081, 0.067, 0.125, 0.104, 0.046, -0.068, -0.323, -0.086, 0.043, 0.074, 0.068, 0.087, 0.108, 0.081, -0.111, -0.343, -0.068, 0.068, 0.071, 0.074, 0.116, 0.109, 0.038, -0.085, -0.349, -0.060, 0.084, 0.091, 0.083, 0.114, 0.115, 0.102, -0.081, -0.243, -0.184, 0.070, 0.079, 0.059, 0.121, 0.116, 0.049]}

***

{"formula": "C8H10F6O4", "method": "the ωB97M-V functional and the def2-TZVPD basis", "smiles": "CCOC(=O)C(F)(F)F.CCOC(=O)C(F)(F)F", "relative_energy_ev": 2.702, "charge": 0, "gap_ev": 11.443, "elements": ["C", "C", "O", "C", "O", "C", "F", "F", "F", "H", "H", "H", "H", "H", "C", "C", "O", "C", "O", "C", "F", "F", "F", "H", "H", "H", "H", "H"], "positions_angstrom": [[34.04600, 78.89700, 53.40300], [32.80200, 78.04900, 53.25300], [32.23300, 77.82100, 54.49500], [31.04400, 77.07700, 54.66000], [30.44500, 76.58000, 53.74000], [30.81100, 76.77200, 56.08700], [31.79300, 77.21500, 56.87100], [29.66800, 77.54700, 56.47200], [30.56400, 75.44300, 56.24800], [34.57900, 78.78200, 52.59200], [34.63100, 78.78200, 54.40700], [33.78700, 80.12600, 53.56300], [32.80500, 77.11600, 52.49000], [32.16100, 78.64300, 52.74200], [25.95800, 79.89400, 54.97300], [27.09200, 78.82100, 54.75200], [28.02300, 79.39200, 53.84000], [27.74300, 79.20800, 52.53600], [26.84300, 78.71400, 51.98700], [28.74200, 80.03000, 51.66400], [28.13500, 81.06900, 51.20500], [29.90900, 80.45000, 52.38000], [29.21600, 79.31600, 50.58700], [25.06000, 79.57800, 55.56900], [25.51900, 80.25000, 54.01300], [26.25900, 80.68700, 55.58700], [26.79900, 77.77100, 54.37300], [27.65800, 78.48200, 55.68100]], "forces_ev_per_a": [[-2.199, 3.536, 6.563], [0.777, -1.979, -1.676], [-2.427, -1.810, 2.647], [3.113, 0.313, -4.204], [0.097, 0.780, 1.246], [-1.822, 1.042, 2.152], [-0.530, -0.989, -0.124], [1.568, -1.821, -0.478], [0.296, 1.941, 0.226], [3.290, -0.331, -3.979], [-0.848, -0.617, -2.047], [0.283, -3.409, -0.875], [0.681, 1.463, 2.300], [-2.318, 1.931, -1.762], [-1.417, -2.133, -0.439], [-1.089, -1.728, 1.210], [0.249, -0.550, -1.009], [2.647, 2.249, 1.013], [-2.080, -1.607, -0.483], [3.300, -1.296, 0.544], [-0.540, 1.389, -0.376], [-2.176, -0.699, -1.235], [-0.625, 0.539, 1.386], [0.831, -0.635, -0.641], [0.668, -0.205, 0.575], [1.156, 1.413, 0.386], [-0.276, 1.915, 0.114], [-0.612, 1.300, -1.034]], "lowdin_charge": [-0.059, -0.269, -0.001, -0.318, 0.177, -0.453, 0.180, 0.076, 0.167, -0.006, 0.111, 0.152, 0.185, 0.066, -0.044, -0.189, 0.002, -0.418, 0.209, -0.465, 0.216, 0.069, 0.124, 0.088, 0.088, 0.044, 0.148, 0.119]}